Model P:
C2H3BrO | the ωB97M-V functional and the def2-TZVPD basis

Calculated values
E_HOMO (spin up / spin down)   -9.0 / -9.9 eV
HOMO-LUMO gap (spin up / spin down)   0.313 / 0.343 Eh

Geometry as ORCA input:
```
! wB97M-V def2-TZVPD RIJCOSX def2/J DEFGRID3
* xyz 0 1
C 0.622 0.179 -0.630
C -0.447 -0.040 0.323
O 0.092 1.180 0.240
Br -2.247 -0.398 -0.022
H 1.627 -0.146 -0.402
H 0.382 0.315 -1.681
H -0.028 -1.089 2.171
*
```

***

Model Q:
C2H3BrO | the ωB97M-V functional and the def2-TZVPD basis

Calculated values
E_HOMO   -9.6 eV
HOMO-LUMO gap   0.373 Eh

Geometry as ORCA input:
```
! wB97M-V def2-TZVPD RIJCOSX def2/J DEFGRID3
* xyz 0 1
C -0.781 0.754 -0.226
C 0.368 -0.688 0.325
O -1.727 1.433 0.133
Br 2.120 -0.052 -0.046
H 0.239 -0.909 1.375
H -0.315 0.945 -1.205
H 0.096 -1.483 -0.355
*
```

***

Relative energies, in kcal/mol, with the most stable structure set to zero: model P 81.0; model Q 0.0.